{"formula": "C29H46IN11O2RuS2", "method": "ωB97M-V/def2-TZVPD", "symbols": ["Ru", "N", "C", "C", "C", "C", "N", "C", "N", "N", "C", "O", "O", "H", "H", "H", "H", "H", "H", "H", "H", "H", "H", "H", "H", "H", "H", "C", "N", "C", "C", "N", "C", "S", "H", "H", "H", "H", "H", "H", "C", "N", "C", "C", "N", "C", "S", "H", "H", "H", "H", "H", "H", "C", "C", "C", "C", "C", "C", "C", "C", "C", "C", "C", "C", "N", "H", "H", "H", "H", "H", "H", "H", "H", "H", "H", "H", "H", "H", "H", "H", "H", "H", "I", "C", "C", "N", "N", "C", "H", "H", "H"], "positions_angstrom": [[0.3080, -0.0100, 0.0105], [-1.3031, 1.0723, 1.6923], [-0.4856, 1.7000, 2.7357], [-1.1979, 2.7204, 3.6035], [-2.5568, 2.2741, 4.1181], [-2.5107, 1.1302, 5.1320], [-1.9487, -0.1187, 4.5688], [-2.5366, -0.8824, 3.6534], [-1.8422, -1.8619, 3.0610], [-3.8140, -0.6929, 3.3140], [0.6555, 2.3108, 1.8818], [0.6185, 3.5253, 1.6187], [1.4490, 1.4557, 1.4033], [-1.6304, 1.7736, 1.0283], [-2.1288, 0.5985, 2.0311], [-0.0277, 0.9004, 3.3268], [-1.3269, 3.6316, 3.0186], [-0.5416, 2.9992, 4.4341], [-3.2069, 2.0075, 3.2800], [-3.0372, 3.1227, 4.6116], [-3.5055, 0.9243, 5.5351], [-1.8856, 1.3931, 5.9834], [-0.9631, -0.2789, 4.7074], [-0.8306, -1.8517, 3.0960], [-2.2269, -2.3334, 2.2534], [-4.4011, -0.0586, 3.8240], [-4.2396, -1.2823, 2.6198], [-1.4905, 3.4768, -4.2135], [-0.9400, 3.9746, -2.9695], [-0.3130, 5.2003, -2.8243], [0.1133, 5.2749, -1.5493], [-0.2625, 4.1033, -0.9322], [-0.9022, 3.2984, -1.7961], [-1.5788, 1.7578, -1.4919], [-0.7049, 3.4119, -4.9660], [-2.2737, 4.1437, -4.5713], [-1.9094, 2.4913, -4.0298], [-0.2295, 5.8975, -3.6382], [0.6569, 6.0418, -1.0287], [0.0199, 3.8498, 0.0269], [-4.5203, -0.3580, -1.9629], [-3.3287, -1.0218, -2.4548], [-2.9742, -1.1770, -3.7854], [-1.7520, -1.7431, -3.8144], [-1.3775, -1.9287, -2.4994], [-2.3359, -1.4748, -1.6633], [-2.2581, -1.5073, 0.0243], [-5.0605, 0.0540, -2.8106], [-4.2285, 0.4474, -1.2908], [-5.1550, -1.0656, -1.4316], [-3.6236, -0.8703, -4.5849], [-1.1374, -2.0437, -4.6429], [-0.4993, -2.2948, -2.1589], [-0.0361, -3.8126, 1.8265], [1.3057, -3.3200, 2.3809], [1.2008, -1.9520, 3.0596], [2.3812, -3.4091, 1.3075], [3.3732, -4.3560, 1.4791], [4.3237, -4.6083, 0.5000], [4.2574, -3.8957, -0.6887], [3.2989, -2.9222, -0.9140], [3.4108, -2.1668, -2.2173], [2.1036, -2.0870, -3.0080], [4.0571, -0.8044, -1.9535], [2.3322, -2.6141, 0.1136], [1.4135, -1.6535, 0.0094], [-0.7304, -4.0564, 2.6372], [0.1118, -4.7282, 1.2514], [-0.4789, -3.0722, 1.1598], [1.6086, -4.0339, 3.1510], [0.7959, -1.1998, 2.3781], [2.1831, -1.6017, 3.3802], [0.5810, -2.0248, 3.9618], [3.3890, -4.9358, 2.3945], [5.0877, -5.3585, 0.6531], [4.9832, -4.0962, -1.4685], [4.1054, -2.7366, -2.8403], [1.3736, -1.4833, -2.4708], [1.6869, -3.0875, -3.1534], [2.2924, -1.6551, -3.9946], [3.4591, -0.2327, -1.2486], [4.1714, -0.2298, -2.8762], [5.0467, -0.9441, -1.5172], [3.9097, 4.7582, -2.6207], [2.7450, 3.0642, -2.4800], [2.2410, 2.3196, -3.5188], [1.5246, 1.3290, -2.9551], [1.5394, 1.3849, -1.6193], [2.2790, 2.4390, -1.3105], [2.3589, 2.4136, -4.5850], [1.0432, 0.5739, -3.4102], [2.4526, 2.6891, -0.2763]], "spin_multiplicity": 6, "max_force_ha_per_bohr": 0.0257, "energy_ev": -83653.7515, "de_lowest_kcal_mol": 13.8, "gap_ha": [0.2497, 0.2581], "total_charge": 1}

***

{"formula": "C43H72N2OP3PdSSi", "method": "ωB97M-V/def2-TZVPD", "symbols": ["Pd", "C", "Si", "C", "C", "C", "C", "C", "C", "P", "C", "C", "C", "C", "C", "C", "C", "C", "C", "C", "C", "C", "C", "C", "C", "C", "C", "C", "P", "C", "C", "C", "C", "C", "C", "C", "C", "C", "C", "C", "C", "H", "H", "H", "H", "H", "H", "H", "H", "H", "H", "H", "H", "H", "H", "H", "H", "H", "H", "H", "H", "H", "H", "H", "H", "H", "H", "H", "H", "H", "H", "H", "H", "H", "H", "H", "H", "H", "H", "H", "H", "H", "H", "H", "H", "H", "H", "H", "H", "H", "H", "H", "H", "H", "H", "H", "C", "P", "C", "C", "O", "H", "H", "H", "H", "H", "H", "H", "H", "H", "C", "N", "C", "S", "N", "C", "H", "H", "H", "H", "H", "H", "H", "H"], "positions_angstrom": [[0.8715, 0.0667, -0.1087], [2.1799, -0.2018, 3.8626], [1.2211, 0.2944, 2.2649], [-0.5281, -0.4589, 2.7026], [-1.2358, -0.0636, 3.8399], [-2.5040, -0.5478, 4.1360], [-3.0969, -1.4631, 3.2794], [-2.4056, -1.8966, 2.1544], [-1.1280, -1.4215, 1.8513], [-0.2155, -1.8835, 0.2887], [-1.4609, -2.5375, -0.9643], [-2.2484, -1.3526, -1.5281], [-2.9934, -1.7063, -2.8144], [-3.7422, -3.0520, -2.7038], [-3.8243, -3.5129, -1.2516], [-2.4068, -3.7530, -0.7244], [0.7792, -3.4598, 0.6545], [1.7705, -3.2916, 1.8184], [1.1522, -3.5675, 3.1922], [0.4757, -4.9343, 3.2512], [-0.5424, -5.0822, 2.1245], [0.1371, -4.8478, 0.7795], [1.2171, 2.2344, 2.4818], [1.8340, 2.8814, 3.5554], [2.1785, 4.2308, 3.5105], [1.8998, 4.9758, 2.3779], [1.2319, 4.3740, 1.3138], [0.8792, 3.0315, 1.3620], [-0.0759, 2.1393, 0.0581], [-1.7369, 2.3640, 0.8924], [-2.2386, 3.7538, 1.2947], [-3.3020, 3.6110, 2.3946], [-4.2286, 2.4043, 2.1440], [-4.2554, 2.0466, 0.6615], [-2.8673, 1.5738, 0.2087], [-0.0231, 3.2408, -1.4501], [-0.7661, 4.5983, -1.4850], [-2.0801, 4.4918, -2.2549], [-1.8140, 4.1927, -3.7364], [-0.5998, 3.2609, -3.9087], [-0.4137, 2.3849, -2.6746], [1.6908, 0.0996, 4.7979], [3.1777, 0.2511, 3.8450], [2.3115, -1.2849, 3.9032], [-0.7839, 0.6680, 4.5057], [-3.0319, -0.2009, 5.0178], [-4.0947, -1.8372, 3.4787], [-2.8922, -2.6050, 1.4981], [-0.7476, -2.8023, -1.7548], [-1.5497, -0.5351, -1.7099], [-2.9635, -1.0058, -0.7790], [-2.2754, -1.7328, -3.6358], [-3.7033, -0.9025, -3.0352], [-3.2017, -3.8239, -3.2630], [-4.7363, -2.9849, -3.1535], [-4.4032, -4.4381, -1.1714], [-4.3439, -2.7643, -0.6451], [-2.0184, -4.6143, -1.2772], [-2.4411, -4.0670, 0.3181], [1.3805, -3.4690, -0.2624], [2.2062, -2.2908, 1.7845], [2.5901, -4.0085, 1.6643], [0.4165, -2.7957, 3.4289], [1.9269, -3.5010, 3.9614], [-0.0029, -5.0758, 4.2245], [1.2329, -5.7228, 3.1488], [-1.3461, -4.3547, 2.2709], [-0.9988, -6.0765, 2.1483], [-0.5369, -5.0509, -0.0467], [0.9536, -5.5806, 0.6920], [2.0940, 2.3127, 4.4417], [2.6846, 4.6901, 4.3530], [2.1901, 6.0187, 2.3181], [1.0017, 4.9678, 0.4378], [-1.5167, 1.8462, 1.8343], [-2.6814, 4.2566, 0.4325], [-1.4227, 4.3835, 1.6538], [-3.8895, 4.5327, 2.4535], [-2.8021, 3.4941, 3.3603], [-5.2352, 2.6117, 2.5162], [-3.8620, 1.5350, 2.6958], [-4.5675, 2.9229, 0.0814], [-4.9936, 1.2646, 0.4627], [-2.7956, 1.6282, -0.8806], [-2.7374, 0.5260, 0.4754], [1.0526, 3.4342, -1.5355], [-0.1339, 5.3407, -1.9890], [-0.9434, 4.9820, -0.4848], [-2.6654, 5.4097, -2.1532], [-2.6824, 3.6914, -1.8158], [-1.6410, 5.1306, -4.2730], [-2.7019, 3.7373, -4.1837], [0.3095, 3.8523, -4.0607], [-0.7216, 2.6423, -4.8008], [0.3362, 1.6091, -2.8320], [-1.3431, 1.8395, -2.4813], [2.6107, -2.4517, -2.7014], [1.5774, -1.8338, -4.0348], [1.6515, -3.1545, -5.2747], [2.4945, -0.4831, -4.7947], [0.1793, -1.4819, -3.6724], [3.6164, -2.6654, -3.0670], [2.1633, -3.3683, -2.3128], [2.6295, -1.7026, -1.9033], [2.6681, -3.3063, -5.6411], [0.9977, -2.8889, -6.1057], [1.2851, -4.0792, -4.8274], [3.5142, -0.7875, -5.0371], [2.5294, 0.3551, -4.0992], [1.9741, -0.1811, -5.7045], [6.6002, 1.5971, -0.2985], [5.3306, 1.6006, -0.9879], [4.1976, 0.9910, -0.5637], [2.8199, 1.0495, -1.5312], [4.1728, 0.4281, 0.6674], [4.9723, -0.7352, 1.0245], [7.2152, 2.3984, -0.7051], [7.1434, 0.6542, -0.4089], [6.4363, 1.7876, 0.7617], [5.3145, 1.8518, -1.9618], [3.1702, 0.2798, 0.9347], [6.0426, -0.5372, 1.0260], [4.7714, -1.5801, 0.3549], [4.6804, -1.0265, 2.0334]], "max_force_ha_per_bohr": 0.0139, "energy_ev": -100851.6104, "de_lowest_kcal_mol": 26.5, "gap_ha": 0.1581, "total_charge": -1}

***

{"formula": "C6H15NSi", "method": "ωB97M-V/def2-TZVPD", "symbols": ["C", "C", "C", "C", "C", "C", "N", "Si", "H", "H", "H", "H", "H", "H", "H", "H", "H", "H", "H", "H", "H", "H", "H"], "positions_angstrom": [[0.2974, -1.4484, 1.0407], [0.0499, -0.8694, 2.2907], [1.0087, -2.7907, 0.9186], [-1.7281, 0.6028, -2.2651], [1.2035, 1.1864, -1.7035], [-0.4821, 2.1629, 0.6385], [-0.4314, -0.8197, -0.3034], [-0.5279, 0.8266, -0.7379], [-0.2915, 0.1185, 2.0361], [-0.6058, -1.5568, 2.9073], [0.8455, -0.8149, 3.0151], [1.9446, -2.6879, 1.5258], [1.1485, -3.0555, -0.1877], [0.5251, -3.6708, 1.4342], [-1.2512, 0.1680, -3.0758], [-2.5797, -0.0509, -2.1027], [-2.1243, 1.5307, -2.5743], [1.0295, 1.4550, -2.7794], [1.7600, 2.0353, -1.2012], [1.7512, 0.3195, -1.6572], [-0.9989, 1.7882, 1.4596], [0.5846, 2.4732, 0.7970], [-1.1275, 3.0979, 0.5245]], "smiles": "CC(C)=N[Si](C)(C)C", "max_force_ha_per_bohr": 0.1855, "energy_ev": -15829.8500, "de_lowest_kcal_mol": 67.9, "gap_ha": [0.2990, 0.2989], "total_charge": 0}

***

{"formula": "C19H30N2O3", "method": "ωB97M-V/def2-TZVPD", "symbols": ["C", "H", "O", "C", "H", "C", "O", "N", "C", "H", "H", "H", "C", "H", "C", "C", "C", "C", "N", "C", "H", "H", "C", "H", "C", "C", "C", "C", "C", "C", "C", "O", "C", "H", "H", "H", "H", "H", "H", "H", "H", "H", "H", "H", "H", "H", "H", "H", "H", "H", "H", "H", "H", "H"], "positions_angstrom": [[2.5827, 4.3809, -4.5272], [1.8174, 5.0408, -4.9531], [2.0099, 3.4015, -3.7005], [1.0994, 2.5745, -4.3872], [1.6103, 2.0089, -5.1858], [0.4150, 1.6021, -3.4254], [-0.7997, 1.5322, -3.3903], [1.2165, 0.8213, -2.6747], [2.6585, 0.8598, -2.7132], [3.0390, -0.0717, -2.2954], [3.0564, 1.6984, -2.1387], [3.0130, 0.9480, -3.7387], [0.6167, -0.0007, -1.6431], [-0.4559, -0.0334, -1.8467], [0.8556, 0.5558, -0.2350], [0.2913, 1.9682, -0.0902], [0.4902, 2.4501, 1.3425], [-0.1376, 1.4580, 2.3186], [0.4686, 0.1564, 2.1302], [0.1978, -0.3571, 0.8043], [0.6153, -1.3650, 0.7323], [-0.8811, -0.4202, 0.5879], [0.2815, -0.7730, 3.2173], [0.7854, -0.3464, 4.0918], [-1.1672, -1.1172, 3.6417], [-1.9758, -1.7816, 2.5684], [-3.0554, -1.1412, 1.9826], [-3.7968, -1.7417, 0.9788], [-3.4586, -3.0111, 0.5538], [-2.3961, -3.6831, 1.1368], [-1.6548, -3.0813, 2.1442], [-0.6015, -3.6777, 2.7839], [-0.2637, -4.9965, 2.4393], [-1.0944, -5.6872, 2.6178], [0.5707, -5.2651, 3.0861], [0.0530, -5.0735, 1.3934], [-2.1577, -4.6785, 0.7959], [-4.0226, -3.4922, -0.2312], [-4.6299, -1.2199, 0.5334], [-3.3184, -0.1475, 2.3179], [-1.6734, -0.2080, 3.9700], [-1.0877, -1.7951, 4.4946], [0.7943, -1.6989, 2.9515], [0.0466, 1.7788, 3.3472], [-1.2281, 1.4340, 2.1503], [0.0405, 3.4350, 1.4779], [1.5578, 2.5262, 1.5564], [0.7822, 2.6481, -0.7891], [-0.7735, 1.9538, -0.3330], [1.9301, 0.5833, -0.0275], [1.0221, -1.0156, -1.7181], [0.3059, 3.1756, -4.8532], [3.1504, 3.9261, -5.3494], [3.2553, 4.9627, -3.9000]], "smiles": "COCC(=O)N(C)C[C@H]1CCCN(CCc2ccccc2OC)C1", "max_force_ha_per_bohr": 0.0092, "energy_ev": -29312.1520, "de_lowest_kcal_mol": 45.8, "gap_ha": 0.3182, "total_charge": 0}

***

{"formula": "C10H35N13O9V", "method": "ωB97M-V/def2-TZVPD", "symbols": ["O", "V", "O", "C", "O", "N", "N", "H", "H", "H", "H", "C", "O", "N", "N", "H", "H", "H", "H", "C", "O", "N", "N", "H", "H", "H", "H", "C", "O", "N", "N", "H", "H", "H", "H", "C", "O", "N", "N", "H", "H", "H", "H", "C", "O", "N", "N", "H", "H", "H", "H", "C", "C", "C", "O", "C", "N", "H", "H", "H", "H", "H", "H", "H", "H", "H", "H", "H"], "positions_angstrom": [[-0.3559, 2.0836, 0.6920], [-0.2236, 1.2793, -0.6648], [-0.5814, -0.2237, -0.2185], [0.4069, 2.2573, 4.2979], [1.2952, 1.5013, 3.8491], [-0.1767, 2.1242, 5.4233], [0.0176, 3.3810, 3.7860], [0.0429, 1.2432, 5.8657], [-0.8602, 2.8182, 5.6906], [-0.8298, 3.7723, 4.1718], [0.4296, 3.5760, 2.8847], [-3.3869, 2.3000, -1.2308], [-2.3942, 1.6656, -1.2976], [-3.6961, 3.1841, -0.3029], [-4.4242, 2.2285, -2.0244], [-4.6933, 3.3213, -0.2208], [-3.0321, 3.3627, 0.4369], [-4.2849, 1.6061, -2.8075], [-5.1472, 2.7211, -1.5197], [2.8538, 0.8760, -1.9910], [1.9428, 0.6546, -1.2827], [2.7535, 1.5245, -3.1265], [4.0191, 0.4471, -1.8053], [1.8323, 1.5840, -3.5363], [3.5188, 1.6227, -3.7782], [4.3292, -0.0290, -0.9703], [4.7515, 0.5837, -2.4872], [-2.8308, -3.1721, 2.0185], [-3.6617, -2.5459, 1.3655], [-1.5608, -2.8936, 1.9779], [-3.0574, -4.3002, 2.6109], [-0.9503, -3.6115, 2.3411], [-1.3187, -2.1305, 1.3621], [-2.3654, -4.8479, 3.1022], [-3.9923, -4.6824, 2.6022], [-0.7507, -0.2962, -3.4561], [-0.5264, 0.7074, -2.8576], [-1.8979, -0.9193, -3.4384], [0.0922, -0.9595, -4.1055], [-2.5828, -0.6016, -2.7674], [-2.0831, -1.8039, -3.8893], [1.0657, -0.7147, -4.2178], [-0.2770, -1.6209, -4.7735], [0.5564, 4.5065, -1.5475], [0.4774, 3.3240, -1.4454], [0.2030, 5.2224, -2.5711], [0.8556, 5.3284, -0.4519], [-0.1924, 6.1028, -2.2735], [0.0308, 4.7944, -3.4696], [0.7447, 6.2967, -0.7167], [1.0399, 5.0069, 0.4877], [1.0827, -2.7131, -0.8409], [1.8446, -2.5575, 0.5012], [2.1400, -3.7984, 1.3102], [1.0168, -4.2537, 1.9878], [1.0291, -5.0754, 3.1488], [2.9696, -1.7110, 0.3098], [1.6709, -3.2963, -1.5495], [0.8790, -1.8575, -1.4847], [0.1322, -3.2451, -0.7992], [1.1609, -2.0070, 1.1474], [2.9775, -3.5028, 1.9422], [2.5128, -4.6239, 0.7039], [1.6408, -4.6994, 3.9690], [1.2563, -6.1124, 2.9016], [0.0033, -5.1660, 3.5059], [3.8043, -2.0671, -0.1335], [2.7543, -0.9685, -0.3402]], "max_force_ha_per_bohr": 0.1511, "energy_ev": -74421.0228, "gap_ha": 0.3033, "total_charge": 1}

***

{"formula": "C3H7NO3", "method": "ωB97M-V/def2-TZVPD", "symbols": ["C", "C", "C", "H", "H", "H", "H", "H", "H", "H", "N", "O", "O", "O"], "positions_angstrom": [[-1.2059, -0.6345, -0.6142], [-0.0404, -0.2868, 0.3250], [0.3641, 1.1699, 0.4266], [-2.0885, -2.4355, 0.0099], [-0.6815, -2.7008, -0.8490], [-2.1058, -0.0435, -0.3101], [-0.9007, -0.2812, -1.6345], [-0.2221, -0.8565, 1.3145], [1.3096, -0.6094, -1.1548], [2.1840, 0.5997, 0.3320], [-1.4656, -2.1238, -0.7660], [1.0505, -1.0431, -0.2070], [1.6590, 1.4570, 0.4888], [-0.4522, 2.0488, 0.5719]], "smiles": "NC[C@@H](O)C(=O)O", "max_force_ha_per_bohr": 0.0815, "energy_ev": -10856.3827, "de_lowest_kcal_mol": 45.8, "gap_ha": 0.3697, "total_charge": 0}